1.
A single C3H9NO2S2 molecule in a non-equilibrium geometry. Source: the OMol25 dataset; level of theory: ωB97M-V/def2-TZVPD.

Atoms and positions in Å:
S (1.794, 0.463, 0.025)
H (-2.286, -1.531, -0.828)
N (-1.278, 0.878, 0.076)
H (-2.543, 2.253, 0.774)
O (0.886, -0.046, -1.206)
H (-0.686, -1.602, 0.068)
C (-1.291, -1.395, -0.930)
H (-1.377, 3.043, -0.143)
H (0.905, -1.587, 1.027)
H (-1.036, 2.356, 1.536)
H (2.482, -1.770, -0.002)
C (2.000, -1.213, 0.849)
H (-0.972, -2.050, -1.778)
C (-1.519, 2.225, 0.516)
S (-0.815, 0.315, -1.257)
O (3.120, 0.833, -0.488)
H (2.616, -1.174, 1.759)

Results
Charge   0
Highest occupied orbital energy   -0.331 Eh
2S+1   1
Orbital gap   9.58 eV

Atomic partial charges in e from the Löwdin method, atoms 1 to 5:
1 S 0.788
2 H 0.001
3 N -0.433
4 H 0.048
5 O -0.684

***

2.
A molecular structure, C28H22FeN8O in a non-equilibrium geometry. Source: the OMol25 dataset; level of theory: ωB97M-V/def2-TZVPD.

Atoms and positions in Å:
H (-4.354, 2.685, 3.418)
C (-2.786, 1.644, 2.414)
C (3.910, -0.744, 1.728)
C (-2.000, 4.534, -1.441)
C (2.462, -4.467, -2.599)
C (-0.466, -3.365, -0.518)
N (-0.968, -1.422, 2.324)
H (4.509, -1.457, 2.326)
H (2.906, -5.363, -2.923)
H (3.817, 3.901, -1.710)
H (4.051, -3.141, -3.233)
C (-3.688, 3.762, 1.734)
H (-1.952, 5.240, -2.239)
C (1.476, 1.882, -0.365)
H (5.366, 2.336, -0.601)
H (5.612, 0.341, 0.976)
C (-2.868, 4.706, -0.404)
H (-3.522, 5.578, -0.316)
N (1.730, -0.028, 1.022)
H (2.998, -1.154, -2.241)
Fe (-0.528, -0.006, 0.956)
C (4.290, 2.131, -0.624)
C (-0.966, 3.563, -1.421)
N (-1.677, -2.934, -1.169)
H (1.993, -1.452, 2.374)
H (-0.398, 3.411, -2.350)
H (-0.618, -4.354, -0.149)
C (-0.830, 2.690, -0.341)
C (2.062, 2.862, -1.154)
H (1.511, 3.706, -1.503)
H (-4.380, 4.599, 1.941)
H (-0.228, -2.721, 0.310)
C (3.440, 2.960, -1.264)
C (4.527, 0.248, 1.002)
C (-3.715, 2.670, 2.568)
H (-3.872, -2.581, -2.267)
C (-1.876, 2.706, 0.606)
C (0.728, -3.338, -1.419)
H (-2.845, 0.760, 3.041)
H (-3.593, -0.813, -2.369)
H (-4.437, -1.444, -0.972)
H (0.631, -5.443, -1.893)
N (-1.367, -3.213, 3.908)
C (-2.159, -2.942, 4.975)
C (-2.780, 3.763, 0.641)
O (-1.916, -0.784, -0.424)
C (2.326, 0.886, 0.238)
C (-3.665, -1.670, -1.708)
C (3.736, 1.078, 0.147)
N (-1.869, 1.657, 1.468)
C (-2.367, -1.769, -1.002)
N (0.135, 1.749, -0.046)
C (3.094, -3.226, -2.716)
N (-2.837, -2.808, 5.895)
C (2.535, -0.784, 1.751)
C (-1.167, -2.263, 3.081)
C (1.197, -4.470, -2.025)
H (-2.167, -3.618, -1.710)
N (1.359, -2.148, -1.527)
C (2.459, -2.132, -2.202)

Results
Charge   0
Highest occupied orbital energy (alpha / beta)   -0.249 / -0.251 Eh
2S+1   5
Orbital gap (alpha / beta)   6.79 / 6.84 eV
Expectation value of S²   6.010

Atomic partial charges in e from the Löwdin method, atoms 1 to 5:
1 H 0.096
2 C -0.107
3 C -0.059
4 C -0.087
5 C -0.047

***

3.
A molecular structure, C55H40AsBeF9N2O2PS in a non-equilibrium geometry. Source: the OMol25 dataset; level of theory: ωB97M-V/def2-TZVPD.

Atoms and positions in Å:
F (6.301, 1.672, 3.420)
H (0.970, -4.615, 3.666)
H (2.630, 5.702, 2.927)
C (-3.872, 0.917, 1.454)
C (4.261, 0.685, 2.786)
H (1.985, 3.488, -5.533)
C (-2.705, -2.073, -3.775)
C (4.038, -2.935, -3.689)
F (6.613, -3.272, -5.068)
C (0.378, -5.460, 0.435)
H (-3.786, 4.994, 0.947)
F (-1.575, -6.937, 1.872)
H (-3.379, -2.310, -4.607)
H (1.662, 2.025, -3.613)
H (2.052, 4.559, -1.146)
H (-1.008, 4.948, -1.882)
C (-2.210, 3.640, 0.307)
F (5.113, 0.882, 5.083)
H (1.269, 3.687, 3.733)
C (-5.499, 1.778, 3.106)
H (0.778, 5.740, -5.630)
H (6.086, -3.975, -1.237)
C (1.332, 3.802, -4.750)
H (-4.759, 2.258, -2.255)
C (-6.810, 2.415, 3.509)
C (2.908, 0.388, 2.968)
C (5.203, -3.548, -1.685)
H (-6.839, 2.552, 4.578)
H (0.308, 2.200, 2.018)
H (-1.444, 4.016, 0.967)
C (-0.408, 4.554, -2.695)
H (6.003, 0.440, 1.533)
C (-4.430, 3.688, -0.632)
H (-2.855, 0.117, 4.679)
C (2.892, -0.828, 0.842)
C (4.084, -3.302, -0.944)
C (-4.587, -2.836, -0.533)
F (0.294, -7.899, 2.417)
C (-3.080, 0.432, 2.519)
H (4.907, -1.100, -0.042)
C (0.953, -4.556, 2.599)
H (-3.650, 0.879, 0.387)
C (-3.451, 0.591, 3.847)
C (-2.730, 2.264, -1.591)
C (0.629, 5.007, -4.825)
C (-0.228, 5.350, -3.818)
H (-5.548, -3.225, -0.253)
C (2.205, -0.354, 1.993)
C (4.287, -0.629, 0.743)
H (0.437, -0.691, -3.250)
As (0.058, 2.212, -0.996)
H (-7.721, 1.803, 3.292)
H (0.921, -4.274, -1.253)
H (1.169, -0.599, 2.131)
C (-4.060, 2.662, -1.528)
O (-0.522, -0.035, 2.751)
C (3.055, -2.576, -1.519)
C (-1.812, 2.737, -0.692)
C (2.157, 4.995, 2.237)
C (-2.490, -1.651, -0.054)
H (-1.046, -1.601, -5.101)
C (1.391, 3.940, 2.665)
H (2.092, -2.738, 2.699)
C (0.300, 3.358, -2.569)
H (-4.929, 1.478, 5.185)
H (3.221, 5.925, 0.594)
F (7.498, -4.187, -3.275)
C (-1.420, -1.604, -4.098)
C (4.952, 0.189, 1.672)
C (-0.545, -1.207, -3.064)
H (-2.401, 1.541, -2.306)
F (6.010, -5.286, -4.475)
O (-2.082, -1.955, 2.857)
H (2.423, 0.754, 3.854)
C (-3.732, -2.203, 0.418)
H (-0.132, -6.219, -0.151)
P (1.915, -1.810, -0.328)
H (2.207, -1.847, -3.407)
N (-0.925, -1.282, -1.751)
C (1.540, -3.454, 2.028)
C (0.959, 3.415, 0.317)
H (-3.905, -2.276, 1.466)
C (-4.617, 1.349, 4.139)
C (-2.145, -1.812, -1.408)
C (4.998, 1.474, 3.838)
C (-3.500, 4.178, 0.255)
F (-0.629, -6.457, 3.817)
H (-6.904, 3.357, 2.977)
Be (-0.134, -0.851, -0.377)
H (3.933, -2.985, -4.774)
C (1.828, 4.408, -0.070)
C (0.927, -4.372, -0.172)
C (2.490, 5.157, 0.898)
C (3.019, -2.413, -2.927)
S (-1.703, -0.687, 2.214)
C (-0.347, -6.655, 2.492)
N (-1.419, -1.002, 0.621)
C (5.209, -3.456, -3.090)
C (0.356, -5.545, 1.864)
H (-5.498, 4.026, -0.632)
H (-0.836, 6.276, -3.963)
C (6.300, -4.008, -3.929)
H (-5.735, 1.756, 0.969)
C (-5.074, 1.564, 1.790)
H (-4.942, -3.390, -2.582)
C (1.371, -3.242, 0.611)
C (1.154, 3.003, -3.620)
C (0.822, 3.105, 1.706)
C (-3.050, -2.299, -2.400)
C (-4.245, -2.911, -1.904)
F (4.488, 2.710, 4.081)
H (4.015, -3.605, 0.093)

Results
Charge   +1
Highest occupied orbital energy (alpha / beta)   -0.401 / -0.401 Eh
2S+1   1
Orbital gap (alpha / beta)   6.97 / 6.97 eV

Atomic partial charges in e from the Löwdin method, atoms 1 to 5:
1 F 0.093
2 H 0.130
3 H 0.115
4 C -0.054
5 C -0.100

***

4.
A single C5H6Cl2N2O3 molecule in a non-equilibrium geometry. Source: the OMol25 dataset; level of theory: ωB97M-V/def2-TZVPD.

Atoms and positions in Å:
H (-2.127, 1.636, -0.709)
O (0.554, 0.969, -1.891)
H (-0.407, 0.678, 1.690)
C (-0.461, -0.179, 0.990)
H (-2.646, 1.288, 0.948)
C (-2.388, 0.805, -0.071)
O (0.725, -3.066, -0.103)
C (1.173, 0.347, -1.038)
H (1.163, -0.926, 1.639)
H (-3.223, 0.331, -0.486)
Cl (1.674, 2.756, 0.053)
N (0.287, -1.203, 1.092)
C (1.652, 0.932, 0.140)
N (1.117, -1.064, -1.155)
H (0.773, -1.301, -2.105)
Cl (2.863, 0.136, 1.130)
C (0.683, -1.890, -0.229)
O (-1.410, -0.248, 0.108)

Results
Charge   0
Highest occupied orbital energy   -0.292 Eh
2S+1   1
Orbital gap   7.91 eV

Atomic partial charges in e from the Löwdin method, atoms 1 to 5:
1 H 0.095
2 O -0.013
3 H 0.179
4 C -0.227
5 H 0.131

***

5.
A single C14H12Cl3N5O3 molecule in a non-equilibrium geometry. Source: the OMol25 dataset; level of theory: ωB97M-V/def2-TZVPD.

Atoms and positions in Å:
H (-0.236, 2.039, 3.517)
H (0.086, 4.844, 0.034)
H (1.079, -5.759, -1.376)
H (-1.416, 5.258, 0.836)
C (0.096, 4.602, 2.216)
H (2.471, 2.745, 0.197)
N (-1.179, 0.490, -1.019)
N (-2.439, -0.373, -2.687)
H (2.201, 0.370, -0.494)
C (-1.884, -1.355, -2.055)
C (0.852, -0.102, 1.055)
Cl (-0.127, -5.452, -3.410)
N (-1.049, -0.874, -1.076)
C (1.670, 0.781, 0.367)
C (-0.164, -1.732, -0.344)
H (-0.446, -0.319, 2.797)
C (1.120, -5.016, -2.183)
N (0.712, -1.399, 0.590)
H (-2.214, 1.778, -2.303)
C (0.211, 0.359, 2.214)
O (1.311, 3.868, 2.244)
C (-0.604, 4.541, 0.826)
H (-0.992, 3.531, 0.618)
O (-1.904, -3.560, 0.622)
N (-1.005, -4.071, -0.094)
O (-0.892, -5.296, -0.230)
Cl (2.702, -5.229, -3.034)
H (-0.582, 4.193, 2.942)
C (-1.962, 0.751, -2.017)
C (-0.058, -3.198, -0.681)
H (-2.056, -2.422, -2.248)
C (0.967, -3.601, -1.564)
H (0.273, 5.663, 2.476)
Cl (2.142, -2.401, -2.132)
C (1.156, 2.552, 1.942)
C (1.838, 2.109, 0.807)
C (0.326, 1.687, 2.647)

Results
SMILES string   CCOc1ccc(/N=C(/C(=C(\Cl)C(Cl)Cl)[N+](=O)[O-])n2cncn2)cc1
Charge   0
Highest occupied orbital energy   -0.309 Eh
2S+1   1
Orbital gap   6.27 eV

Atomic partial charges in e from the Löwdin method, atoms 1 to 5:
1 H 0.122
2 H 0.078
3 H 0.062
4 H 0.067
5 C -0.230

***

6.
A single C10H13N molecule in a non-equilibrium geometry. Source: the OMol25 dataset; level of theory: ωB97M-V/def2-TZVPD.

Atoms and positions in Å:
C (0.724, 1.606, -0.038)
C (-0.523, 0.661, 0.028)
C (-0.565, -0.698, -0.146)
H (-1.480, -2.586, -0.182)
H (1.766, -1.463, 1.557)
C (2.161, -0.388, -0.332)
H (3.186, 0.025, 1.779)
H (1.401, 1.026, -1.762)
C (-2.901, -0.713, 0.186)
H (-3.974, 1.266, -0.062)
C (-1.747, -1.476, -0.047)
H (0.943, -2.323, -0.353)
H (0.866, -1.248, -1.711)
H (-1.732, 2.376, 0.097)
N (1.793, 1.003, -0.708)
C (-3.051, 0.671, 0.068)
H (1.297, 0.297, 1.532)
H (3.111, -0.821, -0.639)
H (0.353, 2.324, -0.710)
H (-3.977, -1.092, -0.170)
C (-1.843, 1.344, 0.083)
H (1.173, 1.879, 0.997)
C (0.842, -1.281, -0.655)
C (2.175, -0.388, 1.188)

Results
SMILES string   C[C@H]1Cc2ccccc2CN1
Charge   0
Highest occupied orbital energy   -0.314 Eh
2S+1   1
Orbital gap   9.47 eV

Atomic partial charges in e from the Löwdin method, atoms 1 to 5:
1 C -0.239
2 C -0.139
3 C -0.181
4 H 0.137
5 H 0.119

***

7.
2 unconnected molecules or ions with the total composition C3H8N2O4 in a non-equilibrium geometry. Source: the OMol25 dataset; level of theory: ωB97M-V/def2-TZVPD.

Atoms and positions in Å:
H (-0.248, 1.526, 1.717)
C (-0.775, 1.169, -1.555)
O (-0.248, -1.696, -0.861)
C (-0.798, -0.843, 0.018)
H (-0.338, 0.523, -2.310)
N (-0.797, 1.604, 0.870)
O (-1.798, -1.065, 0.638)
C (-0.200, 0.823, -0.168)
N (2.271, -1.344, 1.305)
H (-1.748, 1.313, 1.063)
H (2.538, -1.958, 0.540)
H (2.948, -1.059, 2.008)
H (-1.860, 1.066, -1.553)
H (-0.514, 2.206, -1.760)
O (1.113, 0.785, -0.149)
O (1.265, -0.563, 1.108)
H (-0.810, -2.488, -0.911)

Results
Charge   0
Highest occupied orbital energy (alpha / beta)   -0.318 / -0.319 Eh
2S+1   1
Orbital gap (alpha / beta)   8.34 / 8.01 eV

Atomic partial charges in e from the Löwdin method, atoms 1 to 5:
1 H 0.085
2 C -0.002
3 O 0.090
4 C -0.453
5 H 0.083